<i>
Below is C3H3NOS in the gas phase, with properties calculated with ωB97M-V with the def2-TZVPD basis set.

```
! wB97M-V def2-TZVPD RIJCOSX def2/J DEFGRID3
* xyz 0 1
S 2.8290 0.1952 0.7189
O 2.5647 2.6061 -0.3812
N -0.2297 0.4521 0.7041
C 0.1179 -0.4147 -0.2855
C 0.6637 1.0306 -0.1753
C 2.1565 1.4758 -0.0633
H -0.5268 -0.9446 -0.9340
H -0.2968 0.1867 1.6431
H 0.9581 -1.1125 -0.1312
*
```

Highest occupied orbital energy (alpha / beta): -9.3 / -9.3 eV

<ii>
Below is C3H3NOS in the gas phase, with properties calculated with ωB97M-V with the def2-TZVPD basis set.

```
! wB97M-V def2-TZVPD RIJCOSX def2/J DEFGRID3
* xyz 0 1
S 1.8260 -0.9093 -0.6798
O 0.3783 -0.6074 1.8330
N -2.4754 1.1770 1.2329
C 0.2291 -0.0289 -0.5021
C -1.4820 0.6220 1.1144
C -0.2155 -0.0755 0.9381
H 0.3466 1.0122 -0.8122
H 1.9184 -0.6855 -1.9916
H -0.5255 -0.5046 -1.1327
*
```

Highest occupied orbital energy: -9.8 eV
Structure (SMILES): N#CC(=O)CS

Energies relative to the minimum, hartree: <i> 0.1339; <ii> 0.0000

<i>
Below is C18H23N3O3S in the gas phase, with properties calculated with ωB97M-V with the def2-TZVPD basis set.

```
! wB97M-V def2-TZVPD RIJCOSX def2/J DEFGRID3
* xyz 0 1
S 2.0233 0.5045 3.5772
O 3.1648 1.5015 1.4136
O -0.2415 0.7211 1.9276
O 3.5525 1.8181 -2.1759
N 3.2298 -0.0478 -0.0056
N -0.7595 -1.6254 1.7850
N 2.4427 -0.6053 1.0954
C 1.6366 1.1857 -3.7193
C -0.0479 -0.6134 2.4468
C 3.8809 2.1041 -0.8283
C 1.0090 2.3819 -1.5088
C -0.2723 2.0459 -1.6263
C 2.6080 0.6006 2.0966
C 3.5488 1.2937 0.2675
C -0.8120 -2.7008 2.4043
C 0.3425 1.2200 -3.9055
C -0.2179 0.8563 -5.2018
C -1.8865 -1.4175 0.6490
C -2.2900 -3.0241 2.9401
C -3.0481 -3.1906 1.8031
C -3.1843 -1.6659 1.2773
C -0.5575 1.5710 -2.8169
C 2.0390 1.8816 -2.4114
C -1.2797 2.5902 -0.6525
C 0.8218 -0.6954 3.4205
H -4.2938 -3.1840 2.2149
H -1.3830 3.5596 -0.5539
H -2.5915 -2.5649 3.6284
H -0.8143 -0.0632 -5.2734
H -3.0536 -3.8563 0.9187
H -0.5445 -3.5397 1.6667
H -3.5156 -0.8509 1.9916
H -0.0160 -2.9787 3.3541
H 1.4375 -1.6134 3.1878
H 0.8004 0.5560 -5.9569
H -1.3429 -2.0762 0.0558
H 4.9127 2.2584 -0.7905
H 1.4932 2.5215 -0.4891
H -0.5947 1.8430 -5.7886
H 0.2056 -0.9657 4.3613
H -3.7431 -1.5179 0.4146
H -1.5006 1.5825 -3.2983
H 2.5913 1.2346 -4.2698
H -1.1375 2.0557 0.2573
H 3.7284 3.2026 -0.4998
H -2.3514 -4.2267 3.2271
H -2.3325 2.1580 -0.9500
H -1.6569 -0.2244 0.3402
*
```

Highest occupied orbital energy: -7.9 eV
Structure (SMILES): Cc1cc(C)cc(OCc2nnc(SCC(=O)N3CCCCC3)o2)c1

<ii>
Below is C18H23N3O3S in the gas phase, with properties calculated with ωB97M-V with the def2-TZVPD basis set.

```
! wB97M-V def2-TZVPD RIJCOSX def2/J DEFGRID3
* xyz 0 1
S -1.4504 0.8696 -3.9917
O -0.9526 1.7342 -5.0211
O 2.6935 2.6722 0.3454
O -2.3394 -0.2011 -4.3378
N -2.2378 1.8197 -2.8348
N -0.5039 1.7344 1.7827
N 2.1289 0.6796 1.2297
C -1.5527 -2.0381 0.8680
C -1.0867 -3.1809 1.4937
C 0.9930 1.0445 -2.7800
C -0.1066 0.2443 -3.0130
C -1.3112 -2.1056 3.6204
C -1.7786 -0.9635 2.9923
C 3.2804 -0.0177 0.7074
C 2.8995 -1.1087 -0.3048
C -2.3201 0.3484 0.9123
C -1.0986 1.2107 0.5671
C 0.6399 2.5899 1.5831
C -0.2168 -1.0073 -2.4454
C -1.8953 -0.9128 1.6075
C 0.7776 -1.4469 -1.5888
C 1.9909 0.5963 -1.9326
C 1.8763 -0.6416 -1.3044
C -0.9571 -3.2153 2.8721
C 1.9098 1.9899 0.9735
H -0.8292 -4.0504 0.9060
H 0.6977 -2.4192 -1.1249
H 1.4327 0.1330 1.7123
H -2.1360 2.8009 -3.0398
H -3.2101 1.5668 -2.7619
H -2.0671 -0.1049 3.5823
H 2.8432 1.2278 -1.7399
H 3.9052 0.7466 0.2412
H 0.9237 3.0120 2.5537
H -1.6632 -2.0142 -0.2056
H -1.0800 -1.6087 -2.6824
H 2.5024 -1.9761 0.2279
H -1.4157 2.0623 -0.0409
H 1.0556 2.0057 -3.2635
H 3.8083 -1.4240 -0.8231
H -1.2263 -2.1302 4.6971
H -0.2945 0.9779 2.4269
H -0.3955 0.6159 -0.0393
H -0.5924 -4.1061 3.3616
H 0.3424 3.4220 0.9389
H -2.8413 0.1086 -0.0151
H -2.9821 0.9300 1.5547
H 3.8403 -0.4704 1.5328
*
```

Highest occupied orbital energy: -8.9 eV
Structure (SMILES): NS(=O)(=O)c1ccc(CCNC(=O)CNCCc2ccccc2)cc1

Energies relative to the minimum, hartree: <i> 0.6675; <ii> 0.0000